ORCA calculation (ωB97M-V/def2-TZVPD) on a molecular structure, C17H31BrF5N3OSSb in a non-equilibrium geometry.

The HOMO-LUMO gap comes out at 6.89 eV. As for the molar mass: 622.18 g mol⁻¹. The value obtained for the HOMO energy is -4.33 eV. The spin multiplicity is 1. Its total charge is -1.

Atoms and positions in Å:
N1 3.039 -2.519 2.269
C1 3.641 -1.839 1.083
C2 3.056 -2.409 -0.263
C3 1.535 -2.831 -0.161
Sb1 0.177 -1.067 0.021
Br1 -1.296 1.070 0.274
C4 0.481 -0.743 -2.179
C5 -0.813 -0.379 -2.977
C6 -1.058 1.138 -3.290
C7 0.224 2.003 -3.582
C8 0.510 3.080 -2.452
C9 1.943 2.930 -1.799
C10 1.846 2.981 -0.240
S1 3.305 3.856 0.540
C11 2.840 3.691 2.288
N2 2.888 2.490 2.848
N3 2.427 2.711 4.116
C12 2.152 3.975 4.274
O1 2.394 4.676 3.099
C13 -1.518 -2.435 -0.279
C14 -2.964 -1.847 -0.145
C15 -3.424 -1.550 1.319
C16 -4.859 -2.032 1.687
F1 -5.708 -2.209 0.632
F2 -4.782 -3.150 2.504
C17 -5.547 -0.914 2.584
F3 -5.845 0.120 1.736
F4 -6.773 -1.379 2.987
F5 -4.797 -0.517 3.614
H1 3.762 -2.520 2.988
H2 2.275 -1.909 2.574
H3 3.545 -0.730 1.129
H4 4.737 -2.076 1.079
H5 3.626 -3.356 -0.472
H6 3.257 -1.721 -1.117
H7 1.322 -3.378 -1.120
H8 1.396 -3.568 0.660
H9 0.004 -1.304 1.770
H10 1.582 -0.055 0.323
H11 1.347 -0.061 -2.320
H12 0.816 -1.745 -2.557
H13 -0.745 -0.900 -3.971
H14 -1.757 -0.774 -2.520
H15 -1.676 1.168 -4.231
H16 -1.666 1.681 -2.532
H17 0.018 2.592 -4.514
H18 1.136 1.401 -3.813
H19 0.495 4.090 -2.938
H20 -0.305 3.075 -1.696
H21 2.596 3.754 -2.163
H22 2.361 1.946 -2.103
H23 1.893 1.953 0.199
H24 0.908 3.463 0.109
H25 1.790 4.416 5.211
H26 -1.446 -2.954 -1.271
H27 -1.434 -3.253 0.483
H28 -3.652 -2.647 -0.539
H29 -3.171 -0.960 -0.786
H30 -3.365 -0.469 1.598
H31 -2.722 -2.057 2.032

ORCA calculation (ωB97M-V/def2-TZVPD) on a molecular structure, C17H31HgN2O7 in a non-equilibrium geometry.

The HOMO-LUMO gap comes out at 5.58 eV. As for the molar mass: 576.03 g mol⁻¹. The value obtained for the HOMO energy is -3.73 eV. The spin multiplicity is 1. Its total charge is -1. As for the relative energy (zero: lowest compared OMol25 entry of this formula, charge and spin): 34.8 kcal/mol.

Atoms and positions in Å:
Hg1 -0.075 0.529 0.026
C1 -0.125 3.889 1.972
C2 0.410 3.951 0.533
C3 1.667 4.840 0.498
O1 0.522 2.714 -0.070
H1 -1.052 3.316 1.900
H2 -0.298 4.898 2.349
H3 0.554 3.300 2.594
H4 -0.418 4.488 0.041
H5 2.405 4.656 1.277
H6 1.325 5.877 0.514
H7 2.059 4.669 -0.510
C4 0.207 -0.053 4.159
C5 -0.741 -0.266 5.259
C6 -2.281 -0.376 4.850
O2 -2.991 -0.898 5.699
C7 -2.659 -0.048 3.486
C8 -1.719 0.386 2.596
C9 -0.257 0.282 2.916
O3 0.591 0.393 1.944
O4 -2.123 0.659 1.402
O5 -0.422 -0.595 6.394
H8 1.249 0.116 4.391
H9 -3.691 -0.024 3.167
C10 -3.245 -1.655 -2.370
C11 -2.388 -1.108 -1.245
C12 -1.743 -2.260 -0.438
O6 -0.731 -1.802 0.480
C13 -0.188 -2.742 1.409
N1 -1.292 -0.344 -1.832
H10 -3.647 -0.845 -2.982
H11 -4.163 -2.102 -1.971
H12 -2.836 -2.468 -2.973
H13 -3.040 -0.464 -0.658
H14 -1.206 -3.062 -0.958
H15 -2.498 -2.770 0.169
H16 -0.963 -3.377 1.853
H17 0.152 -2.132 2.244
H18 0.530 -3.489 1.058
H19 -1.675 0.510 -2.234
H20 -0.876 -0.798 -2.637
C14 3.420 0.830 -1.980
C15 2.172 -0.052 -2.031
C16 2.225 -1.228 -3.038
O7 0.947 -1.773 -3.200
C17 0.963 -2.796 -4.159
N2 1.939 -0.521 -0.618
H21 3.242 1.749 -1.420
H22 3.692 1.046 -3.016
H23 4.246 0.355 -1.446
H24 1.297 0.549 -2.285
H25 3.106 -1.833 -2.777
H26 2.596 -0.833 -3.994
H27 -0.032 -3.088 -4.504
H28 1.493 -3.686 -3.812
H29 1.390 -2.579 -5.148
H30 2.792 -0.430 -0.064
H31 2.181 -1.502 -0.808

ORCA calculation (ωB97M-V/def2-TZVPD) on a molecular structure, C17H31IrN4O3PS2 in a non-equilibrium geometry.

The HOMO-LUMO gap comes out at 6.84 eV. As for the molar mass: 626.79 g mol⁻¹. The value obtained for the HOMO energy is -10.91 eV. The spin multiplicity is 1. Its total charge is +1. As for the relative energy (zero: lowest compared OMol25 entry of this formula, charge and spin): 66.2 kcal/mol.

Atoms and positions in Å:
Ir1 1.218 0.136 0.077
C1 -1.688 -1.084 4.996
C2 -0.611 -2.106 4.639
N1 -0.745 -2.577 3.277
C3 -0.270 -1.928 2.215
S1 0.563 -0.427 2.497
N2 -0.489 -2.434 1.025
N3 -0.046 -1.838 -0.055
C4 -0.419 -2.238 -1.235
C5 -1.443 -3.309 -1.424
C6 0.151 -1.571 -2.386
C7 -0.091 -1.986 -3.704
C8 0.496 -1.292 -4.746
C9 1.326 -0.215 -4.465
C10 1.506 0.145 -3.138
N4 0.919 -0.498 -2.147
H1 -1.534 -0.734 6.011
H2 -2.677 -1.527 4.926
H3 -1.633 -0.233 4.322
H4 -0.671 -2.967 5.305
H5 0.376 -1.648 4.738
H6 -1.267 -3.423 3.101
H7 -1.830 -3.612 -0.457
H8 -1.000 -4.176 -1.910
H9 -2.257 -2.946 -2.047
H10 -0.717 -2.841 -3.905
H11 0.308 -1.589 -5.767
H12 1.818 0.330 -5.255
H13 2.139 0.977 -2.868
C11 5.411 -0.496 0.362
S2 3.771 -0.605 -0.362
O1 3.823 -1.205 -1.665
O2 3.233 0.800 -0.429
O3 2.937 -1.336 0.609
H14 6.130 -0.303 -0.420
H15 5.609 -1.443 0.847
H16 5.389 0.308 1.085
C12 -3.603 1.422 -0.734
C13 -2.327 0.601 -0.591
P1 -0.811 1.542 -0.093
C14 -0.684 2.829 -1.404
C15 0.647 3.573 -1.365
C16 -1.359 2.432 1.426
C17 -0.202 3.064 2.189
H17 -4.418 0.763 -1.025
H18 -3.497 2.185 -1.499
H19 -3.874 1.901 0.202
H20 -2.089 0.114 -1.541
H21 -2.471 -0.186 0.156
H22 -1.517 3.527 -1.297
H23 -0.788 2.303 -2.357
H24 0.677 4.275 -0.537
H25 0.791 4.133 -2.286
H26 1.476 2.875 -1.244
H27 -1.858 1.690 2.056
H28 -2.088 3.194 1.137
H29 0.598 2.340 2.335
H30 -0.540 3.403 3.165
H31 0.202 3.917 1.653

ORCA calculation (ωB97M-V/def2-TZVPD) on a molecular structure, C17H31MnN8Si in a non-equilibrium geometry.

The HOMO-LUMO gap (spin up / spin down) comes out at 7.08 / 7.19 eV. As for the molar mass: 430.51 g mol⁻¹. The value obtained for the HOMO energy (spin up / spin down) is -9.64 / -9.77 eV. As for the expectation value of S²: 8.758. The spin multiplicity is 6. Its total charge is +1. As for the relative energy (zero: lowest compared OMol25 entry of this formula, charge and spin): 7.5 kcal/mol.

Atoms and positions in Å:
Mn1 0.408 -0.213 0.139
C1 -1.243 -3.483 1.064
C2 -0.384 -3.353 -0.134
C3 -0.061 -4.465 -0.963
C4 0.786 -4.257 -2.018
C5 1.366 -3.041 -2.290
C6 1.084 -1.961 -1.400
N1 0.136 -2.152 -0.452
N2 1.666 -0.735 -1.355
Si1 3.172 -0.208 -2.270
C7 3.090 0.035 -4.114
C8 4.388 -1.557 -1.800
C9 3.361 1.481 -1.414
H1 -2.226 -3.937 0.873
H2 -1.408 -2.459 1.493
H3 -0.764 -4.086 1.840
H4 -0.509 -5.428 -0.721
H5 1.026 -5.067 -2.660
H6 2.065 -2.854 -3.111
H7 3.698 0.934 -4.309
H8 2.130 0.281 -4.553
H9 3.560 -0.791 -4.652
H10 4.691 -2.155 -2.669
H11 3.931 -2.237 -1.066
H12 5.312 -1.125 -1.360
H13 4.304 1.954 -1.671
H14 3.341 1.354 -0.311
H15 2.600 2.169 -1.740
N3 -0.978 0.170 6.639
C10 -1.073 0.264 5.319
N4 -2.027 0.965 4.744
N5 -0.078 -0.325 4.614
C11 0.072 -0.367 3.360
N6 0.342 -0.411 2.185
H16 -1.537 0.730 7.257
H17 -0.314 -0.470 7.006
H18 -2.538 1.566 5.355
H19 -2.063 1.131 3.727
C12 -0.804 2.498 0.639
C13 -1.776 3.634 0.275
N7 -2.806 3.177 -0.716
C14 -2.101 2.688 -1.956
C15 -1.038 1.605 -1.649
N8 -1.076 1.226 -0.168
C16 -2.492 0.804 0.199
C17 -3.498 1.989 -0.097
H20 -1.005 2.255 1.725
H21 0.246 2.835 0.585
H22 -1.234 4.529 -0.069
H23 -2.259 3.950 1.182
H24 -1.667 3.568 -2.480
H25 -2.923 2.288 -2.573
H26 -0.054 2.053 -1.827
H27 -1.156 0.694 -2.279
H28 -2.560 0.391 1.197
H29 -2.737 -0.042 -0.481
H30 -4.109 2.278 0.748
H31 -4.277 1.684 -0.835